The following is a DFT calculation (ωB97M-V with the def2-TZVPD basis set) of a structure of composition C36H28ClN7OPb.

As for the HOMO-LUMO gap: 6.245 eV. Its net charge is 0. The calculation puts the electronic energy at -68035.9163 eV.

Geometry (Å):
Pb -1.010 1.490 -0.560
C 1.425 -4.902 -0.007
C 1.219 -3.458 0.357
C 2.252 -2.529 0.284
C 2.048 -1.191 0.572
C 0.797 -0.698 0.968
N 0.522 0.646 1.198
C 1.330 1.339 2.059
C 2.268 0.744 2.932
C 3.046 1.484 3.802
C 2.951 2.868 3.896
C 3.776 3.660 4.874
C 2.006 3.472 3.082
C 1.227 2.739 2.201
N 0.263 3.488 1.449
C 0.526 4.437 0.525
C -0.676 5.007 0.172
C -1.622 4.339 0.967
N -1.048 3.426 1.745
C -0.235 -1.652 1.033
C -0.034 -2.988 0.724
N -1.547 -1.258 1.426
C -2.334 -1.856 2.344
C -3.534 -1.183 2.359
C -3.384 -0.175 1.396
N -2.185 -0.236 0.838
H 2.483 -5.120 -0.154
H 0.901 -5.153 -0.933
H 1.048 -5.566 0.772
H 3.239 -2.858 -0.023
H 2.873 -0.494 0.489
H 2.379 -0.331 2.928
H 3.750 0.961 4.441
H 4.729 3.169 5.074
H 3.259 3.775 5.830
H 3.988 4.660 4.494
H 1.844 4.544 3.132
H 1.539 4.643 0.223
H -0.845 5.787 -0.550
H -2.691 4.471 1.003
H -0.883 -3.662 0.763
H -1.974 -2.698 2.909
H -4.391 -1.385 2.976
H -4.079 0.583 1.074
Cl -6.781 -2.854 -3.478
C -5.709 -1.642 -2.829
C -6.244 -0.513 -2.187
C -5.413 0.449 -1.692
C -3.988 0.360 -1.783
O -3.269 1.313 -1.339
C -3.467 -0.817 -2.409
C -2.075 -1.113 -2.607
N -1.019 -0.601 -2.059
C 0.223 -1.175 -2.433
C 0.397 -2.492 -2.780
C 1.652 -2.989 -3.190
C 2.753 -2.186 -3.209
C 2.637 -0.841 -2.788
C 3.744 0.029 -2.688
C 3.571 1.295 -2.204
C 2.277 1.697 -1.827
N 1.227 0.925 -1.934
C 1.377 -0.338 -2.395
C -4.359 -1.774 -2.949
H -7.318 -0.412 -2.097
H -5.816 1.331 -1.211
H -1.916 -1.916 -3.332
H -0.440 -3.176 -2.725
H 1.733 -4.029 -3.479
H 3.720 -2.566 -3.514
H 4.723 -0.328 -2.984
H 4.400 1.980 -2.097
H 2.112 2.687 -1.414
H -3.953 -2.645 -3.450

Results of the Mulliken charge analysis, in e, for atoms 1 through 5: Pb 1.28; C -1.67; C 0.50; C -1.31; C 0.68